The following is a DFT calculation (ωB97M-V with the def2-TZVPD basis set) of a cluster of 17 separate species, C85H85N17 in total in a non-equilibrium geometry.

Last column: Mulliken charge in e.
Geometry (Å):
N 25.691 -16.695 -3.855  -0.19
C 26.811 -17.254 -4.398  -0.36
C 27.898 -17.592 -3.607  -0.52
C 27.865 -17.351 -2.268  -0.25
C 26.743 -16.615 -1.760  -0.72
C 25.718 -16.267 -2.566  -0.04
H 26.795 -17.526 -5.443  0.40
H 28.811 -17.999 -4.017  0.54
H 28.634 -17.599 -1.551  0.55
H 26.604 -16.361 -0.719  0.44
H 24.767 -15.930 -2.181  0.16
N 29.421 -21.512 0.681  -0.57
C 28.647 -20.696 -0.102  -0.52
C 27.544 -20.062 0.425  -0.11
C 27.106 -20.307 1.709  -0.49
C 27.920 -21.043 2.541  -0.32
C 29.098 -21.643 1.993  -0.60
H 29.033 -20.551 -1.100  0.61
H 26.950 -19.404 -0.192  0.59
H 26.155 -19.931 2.057  0.62
H 27.607 -21.132 3.570  0.43
H 29.821 -22.217 2.553  0.39
N 17.352 -18.888 7.332  -0.62
C 17.582 -18.073 6.280  -0.62
C 17.838 -18.479 4.980  -0.50
C 17.796 -19.867 4.740  0.60
C 17.433 -20.750 5.750  -0.53
C 17.288 -20.227 7.040  -0.43
H 17.610 -17.017 6.503  0.37
H 18.039 -17.786 4.177  0.51
H 17.881 -20.257 3.737  0.41
H 17.224 -21.802 5.620  0.42
H 16.938 -20.895 7.814  0.40
N 16.738 -17.089 -0.750  -0.04
C 15.538 -16.432 -0.775  -0.55
C 14.704 -16.483 0.358  -0.70
C 15.100 -17.129 1.527  -0.43
C 16.338 -17.755 1.571  -0.65
C 17.125 -17.642 0.414  -0.10
H 15.245 -15.915 -1.677  0.53
H 13.749 -15.984 0.273  0.40
H 14.487 -16.981 2.404  0.42
H 16.726 -18.200 2.475  0.37
H 18.157 -17.958 0.455  0.75
N 22.103 -17.598 -7.419  -0.64
C 20.877 -18.251 -7.329  -0.39
C 20.527 -19.068 -6.298  -0.57
C 21.485 -19.269 -5.267  0.00
C 22.722 -18.579 -5.302  0.52
C 23.007 -17.782 -6.407  -0.43
H 20.150 -18.165 -8.124  0.35
H 19.543 -19.513 -6.329  0.48
H 21.328 -19.948 -4.441  0.50
H 23.478 -18.933 -4.618  -0.24
H 24.018 -17.403 -6.382  0.38
N 20.620 -17.439 2.144  -0.13
C 21.343 -16.404 1.676  -0.52
C 22.772 -16.371 1.727  -0.42
C 23.456 -17.488 2.200  -0.39
C 22.747 -18.546 2.752  -0.11
C 21.326 -18.448 2.714  -0.57
H 20.827 -15.546 1.271  0.36
H 23.345 -15.532 1.362  0.48
H 24.532 -17.395 2.219  0.45
H 23.376 -19.325 3.158  0.42
H 20.695 -19.230 3.111  0.46
N 30.949 -21.670 -3.811  -0.34
C 32.196 -22.151 -3.879  -0.32
C 32.499 -23.531 -3.711  -0.47
C 31.483 -24.362 -3.260  -0.37
C 30.174 -23.907 -3.127  -0.68
C 29.956 -22.573 -3.433  0.05
H 32.908 -21.433 -4.258  0.39
H 33.516 -23.785 -3.970  0.36
H 31.716 -25.390 -3.026  0.39
H 29.396 -24.608 -2.866  0.42
H 28.948 -22.185 -3.409  0.57
N 18.591 -21.469 1.450  0.12
C 17.920 -22.202 0.568  -0.52
C 18.007 -23.610 0.437  -0.75
C 18.958 -24.226 1.206  -0.64
C 19.584 -23.522 2.265  -0.89
C 19.479 -22.102 2.247  0.16
H 17.168 -21.675 -0.001  0.51
H 17.335 -24.180 -0.187  0.53
H 18.985 -25.305 1.230  0.43
H 20.195 -24.015 3.007  0.58
H 20.036 -21.588 3.016  0.48
N 17.431 -11.182 -1.853  -0.60
C 17.964 -11.295 -0.602  -0.26
C 18.295 -12.506 0.011  -0.54
C 17.922 -13.631 -0.669  0.08
C 17.467 -13.556 -2.001  -0.19
C 17.210 -12.329 -2.537  -0.49
H 18.162 -10.435 0.022  0.36
H 18.752 -12.643 0.980  0.40
H 18.147 -14.630 -0.323  0.36
H 17.292 -14.439 -2.598  0.51
H 16.974 -12.296 -3.591  0.34
N 26.793 -23.786 -2.305  -0.17
C 25.582 -24.202 -2.769  -0.69
C 24.582 -24.468 -1.836  -0.82
C 24.862 -24.266 -0.497  0.20
C 26.114 -23.833 -0.064  -0.92
C 27.066 -23.644 -1.005  -0.18
H 25.462 -24.363 -3.830  0.41
H 23.636 -24.876 -2.162  0.66
H 24.111 -24.494 0.244  0.40
H 26.325 -23.769 0.993  0.51
H 28.061 -23.348 -0.707  0.56
N 21.381 -15.397 -1.574  0.19
C 22.226 -14.686 -2.319  -0.80
C 22.203 -14.701 -3.729  -0.51
C 21.286 -15.620 -4.316  -0.28
C 20.340 -16.257 -3.549  -0.76
C 20.417 -16.150 -2.201  -1.01
H 22.955 -14.091 -1.788  0.44
H 22.814 -14.107 -4.392  0.49
H 21.285 -15.693 -5.393  0.53
H 19.515 -16.770 -4.021  0.66
H 19.701 -16.638 -1.556  1.06
N 16.731 -21.580 -4.840  -0.58
C 17.993 -21.622 -4.235  -0.68
C 18.303 -20.811 -3.129  0.11
C 17.301 -20.106 -2.460  -0.51
C 15.989 -20.076 -3.017  -0.54
C 15.779 -20.792 -4.239  -0.37
H 18.738 -22.302 -4.622  0.49
H 19.295 -20.775 -2.702  0.60
H 17.564 -19.453 -1.640  0.67
H 15.300 -19.286 -2.757  0.36
H 14.921 -20.740 -4.893  0.42
N 21.690 -20.701 7.405  -0.59
C 22.083 -21.361 6.255  -0.58
C 21.466 -22.519 5.744  0.25
C 20.325 -23.010 6.388  -0.41
C 19.928 -22.367 7.591  -0.37
C 20.664 -21.263 8.092  -0.48
H 22.981 -20.999 5.777  0.52
H 21.879 -22.870 4.810  0.34
H 19.701 -23.820 6.040  0.43
H 18.988 -22.747 7.963  0.49
H 20.400 -20.810 9.037  0.39
N 25.087 -23.037 4.320  -0.51
C 24.716 -24.192 4.939  -0.62
C 23.728 -25.001 4.429  -0.62
C 23.131 -24.635 3.194  -0.50
C 23.550 -23.481 2.559  0.27
C 24.485 -22.651 3.215  -0.27
H 25.264 -24.535 5.804  0.41
H 23.567 -25.939 4.939  0.46
H 22.289 -25.209 2.838  0.55
H 22.952 -23.137 1.729  0.52
H 24.603 -21.629 2.885  0.29
N 25.770 -20.672 -4.789  0.36
C 25.345 -20.843 -6.038  -0.26
C 26.119 -20.585 -7.162  -0.84
C 27.496 -20.356 -7.019  -0.73
C 27.988 -20.321 -5.726  -0.51
C 27.122 -20.539 -4.649  -0.74
H 24.303 -21.128 -6.055  0.43
H 25.729 -20.709 -8.162  0.47
H 28.089 -20.135 -7.894  0.39
H 29.025 -20.106 -5.514  0.50
H 27.503 -20.380 -3.651  0.93
N 23.138 -21.131 -0.204  0.96
C 24.208 -20.708 -0.927  -0.31
C 24.194 -19.504 -1.609  0.16
C 23.109 -18.681 -1.530  -0.16
C 21.991 -19.085 -0.762  -0.51
C 22.017 -20.337 -0.158  -0.58
H 25.126 -21.277 -0.919  0.08
H 25.010 -19.166 -2.229  -0.19
H 23.075 -17.731 -2.042  0.20
H 21.167 -18.396 -0.651  -0.01
H 21.216 -20.611 0.513  0.37
N 22.197 -23.058 -4.700  -0.27
C 21.262 -23.939 -5.056  -0.58
C 20.335 -24.436 -4.081  -0.69
C 20.493 -24.056 -2.725  -0.21
C 21.538 -23.181 -2.341  0.02
C 22.349 -22.698 -3.383  -0.36
H 21.132 -24.305 -6.063  0.36
H 19.621 -25.131 -4.498  0.45
H 19.724 -24.353 -2.028  0.34
H 21.755 -22.999 -1.299  0.17
H 23.122 -21.962 -3.219  0.78

Cartesian forces (eV/Å) of the 6 atoms listed first:
N 1.039 0.300 -0.998
C -1.739 0.628 1.497
C 0.970 -0.021 -0.278
C -1.765 1.829 1.643
C 1.543 -0.792 0.768
C -0.658 -1.917 -2.135

Results
net charge: 0
gap between HOMO and LUMO: 0.3490 Eh
energy relative to the best compared isomer or geometry (same formula, charge and spin): 95.33 kJ/mol
2S+1: 1
HOMO energy: -9.28 eV